(1)
30
Properties=species:S:1:pos:R:3 method="wB97M-V/def2-TZVPD" fmax_ha_per_bohr=0.1190 homo_ev=-7.780 total_charge=0 lumo_energy_ha=-0.0126 de_lowest_ev=7.297 gap_ev=7.44
C 1.46923 1.64739 0.42307
C 2.46472 0.58748 0.17424
C 0.24038 1.44223 0.93543
C 2.17663 -0.73819 0.15351
C -0.00316 0.07524 1.49590
C 0.85797 -1.33319 0.41699
C -0.78549 2.51835 1.01722
C -0.20618 -0.88313 -1.86205
C -1.69186 -0.66336 -1.96174
N 1.07449 -2.24884 1.53353
N 0.06374 -1.61511 -0.64761
N 3.06907 -1.66737 -0.45195
O 4.26469 -1.44128 -0.23698
O 2.68781 -2.63965 -1.13674
O -2.13512 0.24921 -0.99850
H 1.76386 2.62698 0.03982
H 3.45558 0.86397 -0.12039
H 0.63262 -0.07744 2.33058
H -0.89372 -0.34783 1.51968
H -0.82556 3.02206 0.08346
H -0.52935 3.22236 1.78729
H -1.80548 2.23722 1.15971
H 0.18613 -1.45298 -2.72851
H 0.31947 0.13728 -1.65683
H -2.25858 -1.57114 -2.04985
H -1.86451 -0.09894 -3.02194
H 0.30428 -2.52699 2.05358
H 1.74839 -2.96832 1.24616
H -0.40300 -2.53726 -0.68888
H -2.09287 1.17265 -1.44222

(2)
20
Properties=species:S:1:pos:R:3 method="wB97M-V/def2-TZVPD" multiplicity=3 fmax_ha_per_bohr=0.1011 homo_ev="-10.247 / -13.358" total_charge=+1 lumo_energy_ha="-0.1668 / -0.3019" s2=2.02 de_lowest_ev=1.508 gap_ev="5.71 / 5.14"
C -3.19092 0.50088 -0.35946
C -1.15006 1.03097 -0.24561
C 2.03683 0.98576 -0.17786
C -0.81524 -2.54379 0.56253
C -0.38654 -1.26523 0.28293
N -2.31535 1.57906 -0.47383
N -2.66684 -0.58832 0.02470
N -1.31827 -0.31002 0.05212
N 2.89523 0.83409 -1.14279
N 2.36048 1.81884 0.75757
H -4.27628 0.46732 -0.49751
H -0.23047 1.41658 -0.37908
H -1.91177 -2.59628 0.89956
H -0.68383 -3.16318 -0.36255
H -0.35272 -3.19321 1.27766
H 0.64687 -0.77779 0.28639
H 2.53729 0.26424 -1.81320
H 3.69539 1.42805 -1.25569
H 1.80093 1.94514 1.61230
H 3.32526 2.16687 0.95180

(3)
7
Properties=species:S:1:pos:R:3 method="wB97M-V/def2-TZVPD" fmax_ha_per_bohr=0.0750 homo_ev=-11.491 total_charge=0 lumo_energy_ha=0.0163 de_lowest_ev=0.146 smiles="N#[N+][O-].O=C(Cl)Cl" gap_ev=11.93
C -1.16641 -0.06328 -0.39143
N 2.29010 0.02165 -0.54505
N 1.67480 -0.06109 0.38159
O 1.12827 -0.13872 1.38398
O -0.48045 -0.59234 -1.16696
Cl -1.09510 1.62630 -0.21503
Cl -2.35121 -0.79252 0.55290

(4)
8
Properties=species:S:1:pos:R:3 method="wB97M-V/def2-TZVPD" fmax_ha_per_bohr=0.1465 homo_ev="-8.501 / -8.612" total_charge=0 lumo_energy_ha="-0.0584 / -0.0536" de_lowest_ev=3.788 gap_ev="6.91 / 7.15"
C -0.02338 0.40448 -0.07822
C 0.53622 -0.60447 0.58429
N -1.13251 -0.02726 -1.00849
N -2.14979 -0.46514 -1.22039
F -0.62325 1.19855 0.77685
F 0.59337 1.15635 -1.14967
F 1.43874 -1.21030 -0.19311
Br 1.36060 -0.45221 2.28874